(1)
131
Properties=species:S:1:pos:R:3:forces:R:3 method="wB97M-V/def2-TZVPD" total_charge=+1 e_tot_ev=-95738.047 homo_lumo_gap_ev=5.2672 lumo_ev=-4.281
C -7.098 -0.456 0.380 0.2 -0.2 0.4
O -6.859 0.551 -0.579 0.0 -0.3 0.1
C -5.825 0.193 -1.485 0.6 0.3 0.3
C -4.382 0.401 -0.883 -0.6 0.6 -0.3
C -3.364 0.908 -1.954 -0.1 0.3 0.2
C -1.858 0.752 -1.573 -0.4 -0.1 -1.4
C -1.376 -0.722 -1.365 1.3 1.0 0.2
C -0.344 -0.746 -0.177 -0.3 -0.6 0.2
C -0.337 -2.064 0.672 1.2 0.7 1.1
C -1.045 -1.884 2.071 -0.7 0.2 -0.9
C -2.590 -1.989 1.837 0.4 -0.8 0.2
C -3.177 -3.422 2.053 -0.7 1.0 -0.7
C -4.545 -3.470 1.260 0.0 -0.8 0.5
P -4.295 -3.534 -0.558 0.1 0.3 0.6
O -4.971 -4.903 -1.266 0.0 2.2 -0.9
C -5.074 -4.582 -2.588 0.8 -1.3 0.9
N -4.910 -4.409 -3.715 -0.5 0.2 0.4
H -7.546 -0.017 1.294 0.3 -0.1 -0.6
H -6.130 -0.935 0.650 -0.5 0.2 0.1
H -7.787 -1.258 0.031 0.3 0.4 -0.1
H -5.925 0.872 -2.355 -0.1 -0.6 0.3
H -5.996 -0.877 -1.768 0.2 0.6 -0.4
H -4.494 1.217 -0.134 0.2 -0.7 -0.2
H -4.057 -0.520 -0.353 0.1 0.5 -0.2
H -3.612 0.483 -2.955 0.4 0.0 0.6
H -3.548 2.003 -2.059 0.0 -0.7 0.0
H -1.610 1.429 -0.731 -0.3 -0.6 -0.2
H -1.275 1.147 -2.451 -0.5 -0.2 0.8
H -2.199 -1.463 -1.273 0.3 0.5 0.2
H -0.795 -1.018 -2.268 -0.6 0.0 0.5
H 0.672 -0.563 -0.588 -0.7 -0.1 0.1
H -0.519 0.095 0.532 -0.1 -0.5 -0.6
H 0.728 -2.275 0.925 -0.7 -0.2 -0.4
H -0.730 -2.936 0.108 0.1 0.3 0.3
H -0.655 -2.598 2.822 -0.4 0.2 -0.4
H -0.857 -0.865 2.475 0.2 -0.6 -0.4
H -3.162 -1.279 2.465 0.2 -0.3 -0.4
H -2.763 -1.731 0.767 0.0 0.2 0.6
H -2.514 -4.226 1.681 -0.2 0.4 0.5
H -3.448 -3.532 3.120 0.4 -0.4 -0.6
H -5.155 -2.590 1.558 0.3 -0.4 -0.6
H -5.138 -4.371 1.539 0.3 0.4 -0.3
H -2.908 -3.556 -0.886 -0.6 -0.2 0.1
H -4.837 -2.409 -1.247 0.1 -0.6 0.2
O -2.368 2.859 1.942 -0.5 -2.3 2.7
P -2.448 3.790 3.156 0.6 5.9 -3.3
N -3.813 4.707 2.648 -1.0 0.5 0.4
C -3.816 5.598 1.505 0.4 0.0 -0.3
C -5.055 3.941 2.693 0.2 -0.3 0.3
N -0.907 4.524 2.909 1.1 -1.0 -0.1
C -0.672 5.878 2.462 -0.2 0.4 0.5
C 0.127 3.654 2.347 -0.2 -0.2 -0.2
N -2.522 4.602 4.705 0.4 -2.4 0.4
C -3.257 5.797 5.076 -1.1 -0.1 0.1
C -1.508 4.228 5.687 0.0 -0.2 0.0
H -4.730 6.197 1.507 -0.1 -0.2 0.1
H -3.746 5.062 0.548 0.0 0.1 0.0
H -3.016 6.332 1.554 0.2 -0.2 0.0
H -5.216 3.547 3.702 0.0 -0.1 0.0
H -5.038 3.095 1.993 -0.1 0.0 0.0
H -5.918 4.566 2.456 0.1 0.1 0.0
H -0.843 5.987 1.384 0.0 0.0 0.0
H 0.363 6.170 2.663 0.0 -0.2 0.0
H -1.281 6.606 2.999 -0.2 -0.1 -0.1
H 0.047 3.577 1.257 0.1 -0.1 0.0
H 0.060 2.650 2.767 -0.1 0.0 -0.1
H 1.123 4.031 2.595 -0.1 0.2 0.1
H -2.923 6.678 4.523 0.0 -0.1 -0.2
H -3.132 6.017 6.140 0.3 -0.3 0.0
H -4.330 5.680 4.932 0.0 0.1 -0.1
H -0.682 4.945 5.693 0.0 0.0 0.0
H -1.098 3.241 5.466 0.1 0.1 -0.1
H -1.931 4.171 6.693 0.0 0.0 -0.1
O 2.044 1.264 -2.704 -3.7 0.2 -0.7
P 2.017 1.884 -4.107 7.1 0.2 -0.8
N 2.920 0.637 -4.879 0.1 -0.8 -1.0
C 4.312 0.345 -4.599 0.2 0.2 0.4
C 2.164 -0.604 -5.017 -0.4 0.3 0.1
N 2.909 3.295 -3.675 -0.7 0.9 1.1
C 4.281 3.577 -4.032 0.0 0.1 -0.7
C 2.651 3.821 -2.335 -0.1 -0.3 0.2
N 1.781 2.595 -5.691 -2.2 0.2 1.1
C 2.472 2.310 -6.934 -0.3 -0.9 -0.5
C 1.007 3.831 -5.741 -0.2 0.0 0.1
H 4.700 -0.355 -5.345 -0.2 -0.1 0.0
H 4.464 -0.085 -3.600 0.1 0.0 0.0
H 4.945 1.222 -4.702 -0.1 0.1 0.2
H 1.232 -0.416 -5.562 -0.1 0.0 0.1
H 1.910 -1.036 -4.041 0.0 -0.1 0.0
H 2.719 -1.349 -5.590 0.1 0.1 0.0
H 4.988 3.003 -3.420 0.0 0.0 0.0
H 4.503 4.638 -3.881 -0.1 0.0 0.1
H 4.485 3.392 -5.086 0.0 -0.2 0.0
H 3.225 3.286 -1.569 0.0 0.0 0.1
H 1.593 3.744 -2.084 0.1 -0.1 0.0
H 2.909 4.882 -2.282 0.1 0.0 -0.2
H 3.537 2.548 -6.882 0.0 -0.1 0.2
H 2.051 2.894 -7.758 -0.2 0.2 0.3
H 2.362 1.270 -7.236 0.2 0.0 0.1
H 1.663 4.706 -5.781 0.0 0.0 0.0
H 0.368 3.927 -4.861 0.1 0.1 0.0
H 0.344 3.851 -6.610 0.0 -0.1 0.0
O 4.747 -2.939 2.997 -3.0 1.5 -1.6
P 4.302 -3.960 1.949 5.0 -4.6 1.6
N 4.067 -5.271 3.041 -0.7 -1.1 0.3
C 5.134 -5.918 3.780 0.5 0.3 0.0
C 2.900 -5.089 3.897 -0.1 0.3 -0.3
N 5.783 -3.966 1.065 0.4 1.3 -0.6
C 6.761 -5.030 1.049 -0.3 -0.5 -0.3
C 6.480 -2.681 0.990 -0.1 0.2 0.3
N 3.618 -4.976 0.692 -1.1 2.2 -0.4
C 3.391 -6.409 0.697 -0.8 -0.3 0.6
C 3.527 -4.390 -0.641 -0.1 0.2 0.0
H 4.757 -6.830 4.251 -0.2 0.2 0.1
H 5.565 -5.272 4.557 0.0 -0.1 0.0
H 5.933 -6.264 3.131 0.0 0.2 -0.1
H 2.004 -4.939 3.282 0.0 0.1 0.0
H 3.011 -4.220 4.557 -0.1 0.0 0.1
H 2.716 -5.970 4.515 0.2 -0.1 -0.1
H 7.364 -5.043 1.966 0.0 0.0 0.0
H 7.447 -4.903 0.206 -0.1 0.2 0.0
H 6.309 -6.010 0.903 -0.1 0.0 0.2
H 7.076 -2.487 1.889 0.0 0.1 0.0
H 5.772 -1.862 0.868 0.0 0.0 0.1
H 7.144 -2.654 0.122 0.0 -0.2 0.0
H 4.319 -6.978 0.783 0.1 0.1 0.1
H 2.901 -6.730 -0.227 0.1 0.3 -0.1
H 2.720 -6.715 1.499 0.2 -0.1 0.1
H 4.367 -4.703 -1.269 0.0 0.0 0.0
H 3.531 -3.300 -0.588 0.1 0.0 0.0
H 2.594 -4.674 -1.138 0.0 0.0 0.0

(2)
131
Properties=species:S:1:pos:R:3:forces:R:3 method="wB97M-V/def2-TZVPD" smiles="COCCNCCOC.COCCNCCOC.COCCNCCOC.COCCNCCOC.COCCNCCOC.NC(N)=O.O" total_charge=0 e_tot_ev=-68454.785 homo_lumo_gap_ev=9.2604 lumo_ev=0.626
C -9.222 24.699 -0.579 0.2 0.6 -0.1
O -9.157 23.357 -0.192 -0.1 -0.3 -0.2
C -10.164 22.569 -0.804 0.1 -0.2 0.4
C -10.253 21.263 -0.039 -1.2 0.0 -0.5
N -9.232 20.283 -0.333 0.1 -0.8 -1.0
C -9.403 19.568 -1.620 -0.5 -0.2 0.9
C -8.218 18.689 -1.881 0.2 -0.1 -1.3
O -7.182 19.505 -2.423 0.1 0.1 0.5
C -5.939 18.845 -2.448 0.1 0.0 -0.2
H -9.273 24.828 -1.667 -0.1 -0.1 0.0
H -8.312 25.195 -0.241 0.0 -0.1 0.1
H -10.084 25.200 -0.122 0.0 0.0 -0.1
H -9.890 22.350 -1.842 -0.2 0.3 -0.1
H -11.133 23.079 -0.743 0.0 0.1 -0.2
H -11.219 20.785 -0.250 0.1 0.0 -0.2
H -10.292 21.502 1.029 -0.4 -0.2 -0.4
H -8.279 20.631 -0.345 -0.3 0.4 0.1
H -9.565 20.240 -2.467 0.1 0.0 -0.1
H -10.277 18.914 -1.543 -0.1 0.2 0.0
H -8.520 17.965 -2.654 0.1 -0.1 0.2
H -7.869 18.115 -1.017 -0.1 0.2 0.2
H -5.224 19.484 -2.964 -0.1 0.1 0.0
H -6.023 17.905 -3.007 0.1 -0.1 0.1
H -5.552 18.658 -1.440 -0.1 -0.1 0.0
C -9.901 16.772 12.808 -0.1 -0.3 0.5
O -8.609 16.888 12.273 0.0 0.1 -0.3
C -8.074 15.705 11.707 0.2 -0.4 0.2
C -7.592 15.987 10.304 -0.2 0.1 0.2
N -8.748 16.185 9.430 0.2 -0.3 0.3
C -8.351 16.741 8.148 -0.5 0.4 0.2
C -9.536 16.943 7.229 0.3 -0.2 -0.4
O -8.987 17.370 5.991 0.1 0.2 0.0
C -9.960 17.858 5.096 0.7 0.2 -0.2
H -9.907 16.238 13.772 0.1 0.1 -0.1
H -10.574 16.212 12.149 0.0 0.3 -0.1
H -10.256 17.784 12.990 -0.2 0.0 -0.1
H -8.816 14.898 11.673 -0.1 0.1 0.0
H -7.254 15.348 12.341 0.0 0.1 -0.1
H -7.002 15.133 9.965 0.1 0.1 -0.1
H -6.965 16.891 10.337 0.2 -0.1 -0.1
H -9.327 16.855 9.930 -0.1 0.1 -0.3
H -7.669 16.064 7.633 0.2 0.1 0.2
H -7.886 17.724 8.307 0.3 -0.2 -0.3
H -10.225 17.695 7.636 -0.1 -0.1 -0.1
H -10.062 15.993 7.065 -0.2 0.1 0.2
H -10.665 17.063 4.838 -0.5 0.3 0.2
H -9.464 18.164 4.170 0.2 -0.2 0.1
H -10.380 18.792 5.486 -0.6 -0.3 0.1
C -12.185 17.094 -1.189 -0.3 -0.4 -0.1
O -12.596 18.019 -2.173 0.3 -0.2 -0.3
C -13.834 18.581 -1.839 -0.3 0.0 -0.2
C -14.231 19.646 -2.844 0.5 -0.2 0.2
N -14.254 19.163 -4.228 -0.3 0.5 0.2
C -15.401 18.312 -4.518 -0.2 0.2 -0.3
C -16.779 18.992 -4.405 -0.2 -0.2 1.1
O -17.722 18.405 -5.271 0.1 -0.1 -0.3
C -18.271 19.270 -6.241 -0.1 0.1 0.3
H -13.037 16.468 -0.888 0.0 0.3 0.3
H -11.752 17.632 -0.343 -0.1 -0.3 0.2
H -11.477 16.370 -1.596 0.3 0.4 -0.2
H -13.783 19.040 -0.842 -0.2 -0.1 0.0
H -14.602 17.791 -1.834 0.1 0.0 0.3
H -13.478 20.436 -2.770 -0.1 0.1 -0.2
H -15.198 20.040 -2.506 0.0 0.2 0.0
H -14.336 20.003 -4.794 0.2 -0.2 -0.2
H -15.363 17.466 -3.833 0.0 -0.2 -0.1
H -15.335 17.922 -5.537 0.2 0.0 0.1
H -16.726 20.081 -4.528 0.2 -0.1 -0.3
H -17.145 18.832 -3.379 -0.1 0.2 -0.1
H -18.601 18.657 -7.076 0.0 0.1 -0.1
H -17.537 20.011 -6.577 0.0 -0.1 -0.2
H -19.130 19.820 -5.837 0.0 0.0 0.0
C -5.678 10.382 -1.453 0.1 -0.3 0.2
O -5.332 11.498 -0.663 -0.5 0.0 0.1
C -5.470 11.237 0.728 0.7 0.2 -0.4
C -5.229 12.510 1.531 0.3 -0.7 0.1
N -6.192 13.575 1.412 0.0 0.1 0.1
C -6.323 14.162 0.073 0.0 -0.5 0.2
C -6.976 15.526 0.091 0.3 0.2 0.0
O -8.385 15.504 0.063 -0.1 0.1 0.2
C -9.033 15.133 1.259 -0.4 -0.4 -0.4
H -5.801 10.707 -2.482 0.1 0.1 0.0
H -6.615 9.915 -1.122 0.0 0.2 0.0
H -4.899 9.609 -1.398 0.0 0.1 -0.1
H -4.676 10.526 1.009 -0.3 -0.2 0.2
H -6.456 10.807 0.944 0.0 0.0 0.0
H -4.214 12.852 1.315 -0.1 0.3 -0.2
H -5.190 12.169 2.572 -0.1 0.2 0.1
H -7.074 13.223 1.759 -0.1 0.2 -0.1
H -6.874 13.507 -0.613 0.0 0.1 -0.1
H -5.303 14.235 -0.314 -0.1 0.2 -0.1
H -6.696 16.071 -0.814 0.0 -0.1 0.0
H -6.593 16.091 0.954 -0.1 0.0 0.0
H -8.887 14.072 1.494 0.2 0.1 0.1
H -10.097 15.243 1.045 0.0 0.1 0.2
H -8.771 15.751 2.122 0.2 0.0 -0.1
C -8.177 21.037 1.883 0.4 0.0 0.7
O -7.845 21.633 3.111 0.1 0.1 0.1
C -6.750 21.016 3.762 0.2 0.5 0.1
C -6.971 21.117 5.255 -0.3 -0.1 0.5
N -5.869 20.556 6.016 0.1 -0.5 0.0
C -6.251 20.155 7.359 -0.2 0.6 0.0
C -5.060 19.721 8.172 0.5 -0.8 -0.2
O -5.436 19.700 9.526 0.0 -0.1 0.2
C -4.336 19.721 10.399 0.2 0.6 0.2
H -8.710 20.087 2.042 0.3 0.4 0.1
H -7.282 20.832 1.286 0.1 0.1 0.0
H -8.846 21.705 1.343 1.3 0.1 0.8
H -5.812 21.541 3.516 -0.1 -0.1 -0.2
H -6.623 19.978 3.445 -0.1 -0.1 0.2
H -7.881 20.563 5.510 0.1 -0.2 0.0
H -7.195 22.148 5.568 0.1 0.1 -0.3
H -5.052 21.151 6.045 -0.1 0.2 -0.1
H -6.999 19.369 7.256 0.1 -0.1 0.2
H -6.711 20.964 7.957 -0.1 0.0 -0.3
H -4.194 20.381 8.003 -0.2 0.2 0.1
H -4.709 18.718 7.880 -0.1 0.1 -0.1
H -3.560 18.992 10.147 -0.1 -0.2 0.0
H -4.701 19.558 11.411 0.0 -0.2 0.0
H -3.868 20.719 10.394 0.0 -0.2 -0.1
N -12.560 18.923 2.054 0.3 0.1 -0.1
C -13.321 17.935 2.621 0.1 0.0 0.3
N -12.619 16.761 2.787 -0.1 0.5 -0.1
O -14.484 18.069 2.953 -0.1 -0.1 -0.3
H -11.549 18.851 2.091 -0.2 0.0 -0.3
H -12.978 19.802 1.818 -0.2 0.0 0.3
H -13.107 15.965 3.148 0.1 0.0 0.1
H -11.647 16.740 2.535 0.0 -0.3 -0.1
O -9.839 18.176 1.400 -0.3 -0.3 0.3
H -9.052 18.203 1.952 0.0 -0.1 -0.1
H -9.713 18.916 0.766 0.4 0.1 -0.2